Entry 1:
ORCA calculation (ωB97M-V/def2-TZVPD) on C21H17BrCl2ErO3S2 as an isolated structure.

- Calculated total energy: -6341.9105 Eh
- Gap between HOMO and LUMO (spin up / spin down): 7.7 / 7.8 eV
- Largest force on an atom: 1.2 eV/Å

```
! wB97M-V def2-TZVPD RIJCOSX def2/J DEFGRID3
* xyz 1 4
H -6.86012 2.58863 -1.18656
C -6.18705 1.74436 -1.14486
H 3.35319 -1.54717 1.55529
C 3.21177 -2.25660 0.74913
C 2.75151 -2.72381 -1.58816
Br -8.52353 0.24729 -0.60251
C 3.06997 -4.54295 -0.02427
H 3.47469 -3.97209 2.00083
H 3.27773 -6.59966 -0.63102
H 4.33581 1.25888 -2.07098
C -0.41296 2.67042 3.23165
S 1.28312 3.39968 -0.42202
C -3.98224 0.80173 -1.29776
C 3.11736 -6.01369 0.27235
C 0.34722 4.94350 3.21719
C -5.84657 -0.63780 -0.82892
H -0.62955 4.01573 4.88621
C -4.83006 1.90656 -1.35318
H -6.25866 -1.61633 -0.62846
H -0.89122 1.82914 3.71084
C -0.26566 3.89041 3.87616
O -2.05841 2.14742 -1.74850
H -4.42216 2.88604 -1.56086
H 3.92048 -6.24058 0.97296
H 2.63427 -4.78923 -2.11132
H 2.53398 -2.37103 -2.58842
H 5.22346 -0.05080 -1.24789
O -1.72994 -0.00197 -1.45710
C 2.96483 -1.82366 -0.54786
C 4.33347 0.19828 -1.82650
H 0.47171 5.89925 3.70604
C -6.68100 0.47214 -0.88387
Cl 1.55200 6.16291 1.16531
Er -0.04319 1.39320 -1.45436
H 2.18294 -6.34831 0.72615
H 4.26641 -0.42215 -2.71841
C 2.80179 -4.07591 -1.31404
C 0.07465 2.57840 1.94591
C -2.54714 0.98722 -1.51362
C -4.49058 -0.46861 -1.03773
C 3.27352 -3.61940 0.99705
Cl -0.14032 0.96033 1.19266
S 2.93105 -0.09283 -0.78291
H -3.82201 -1.31786 -1.00389
O 1.74158 0.16968 -1.75865
C 0.68790 3.58869 1.21009
C 0.80594 4.79261 1.91875
*
```

=====

Entry 2:
ORCA calculation (ωB97M-V/def2-TZVPD) on C3H6N2O as an isolated structure.

- Relative energy (zero: lowest compared OMol25 entry of this formula, charge and spin): 93.9 kcal per mole
- Calculated total energy: -302.5434 Eh
- Gap between HOMO and LUMO: 8.1 eV
- Largest force on an atom: 0.6 eV/Å

```
! wB97M-V def2-TZVPD RIJCOSX def2/J DEFGRID3
* xyz 0 1
N 0.40121 1.08726 0.03976
C 1.31150 -0.18114 -0.16504
H 0.02143 -0.78211 -1.75272
H -2.17608 -0.29927 1.57744
H 0.39919 1.76609 -0.71993
H -1.60261 0.32198 -0.60025
H 0.57410 1.53757 0.93782
C 0.32384 -1.04440 -0.74217
O 2.36051 -0.26770 0.38890
N -1.19231 -0.10417 1.43832
H 0.47586 -2.11008 -0.59982
C -0.89664 0.07597 0.19770
*
```

=====

Entry 3:
ORCA calculation (ωB97M-V/def2-TZVPD) on the molecule C4H6N2O.

- Relative energy (zero: lowest compared OMol25 entry of this formula, charge and spin): 28.7 kcal per mole
- Calculated total energy: -340.7491 Eh
- Gap between HOMO and LUMO: 9.7 eV
- Largest force on an atom: 2.0 eV/Å
- Structure (SMILES): N[C@@H]1C=CNC1=O

```
! wB97M-V def2-TZVPD RIJCOSX def2/J DEFGRID3
* xyz 0 1
C -0.19134 -0.66246 1.03783
H -0.41219 -1.57379 1.58228
H 1.37166 -0.87732 -0.58737
C -0.25410 0.56248 1.57547
C 0.33862 0.97382 -0.60021
H -0.49852 0.87000 2.59022
H -0.00226 2.53645 0.76295
N 0.12363 1.54261 0.64509
H -0.33943 -2.25901 -1.30438
H -0.81906 -0.84419 -2.13321
N -0.14516 -1.29515 -1.53567
C 0.34757 -0.54510 -0.39012
O 0.48056 1.57168 -1.64288
*
```